No. 1
Computed, not measured: a molecular structure, C22H33InN3P2S in a non-equilibrium geometry, with ωB97M-V/def2-TZVPD.

Properties
E: -2292.93986 Ha
Kohn-Sham gap: 0.2080 Ha
highest occupied orbital energy: -8.59 eV

```
! RIJCOSX wB97M-V def2-TZVPD def2/J DEFGRID3
* xyz 1 1
C 1.149 4.199 -2.757
C 0.416 3.779 -1.658
C -0.962 3.402 -1.849
C -1.538 3.418 -3.179
C -0.735 3.867 -4.275
C 0.572 4.255 -4.061
C -2.864 2.968 -3.314
C -3.576 2.499 -2.195
C -2.905 2.549 -0.911
C -3.568 2.055 0.269
C -4.850 1.543 0.145
C -5.520 1.510 -1.115
C -4.905 1.973 -2.260
H 2.199 4.485 -2.627
H -1.169 3.885 -5.280
H 1.187 4.597 -4.900
H -3.339 2.964 -4.302
H -5.364 1.154 1.032
H -6.535 1.100 -1.166
H -5.415 1.933 -3.228
N -1.655 3.015 -0.767
In 0.000 0.000 0.000
C 1.007 3.611 -0.288
H 0.262 3.868 0.482
H 1.909 4.236 -0.164
C -2.794 2.057 1.550
H -2.183 2.972 1.618
H -3.463 1.990 2.426
P 1.525 1.828 0.054
P -1.569 0.618 1.668
C -2.761 -0.745 2.080
H -2.191 -1.653 2.338
H -3.430 -0.477 2.917
H -3.362 -0.966 1.182
C -0.895 0.993 3.366
H -1.700 1.100 4.115
H -0.217 0.181 3.677
H -0.316 1.932 3.325
C 2.916 1.657 -1.153
H 3.623 2.504 -1.093
H 3.441 0.711 -0.943
H 2.490 1.592 -2.167
C 2.468 2.085 1.637
H 2.923 1.129 1.946
H 3.264 2.842 1.519
H 1.774 2.409 2.429
H -0.765 0.717 -1.148
H 1.091 -0.518 -1.121
C 0.954 -5.646 1.198
N 0.691 -4.387 0.534
C 1.528 -3.227 0.598
S 0.844 -1.783 0.331
N 2.931 -3.259 0.886
C 3.803 -4.393 0.667
H 1.865 -5.617 1.824
H 1.020 -6.460 0.447
H 0.115 -5.868 1.891
H -0.238 -4.292 0.095
H 3.394 -2.374 1.143
H 4.607 -4.096 -0.038
H 4.268 -4.700 1.627
H 3.284 -5.247 0.193
*
```

No. 2
Computed, not measured: C12H25NO4Si in the gas phase in a non-equilibrium geometry, with ωB97M-V/def2-TZVPD.

Properties
E: -1117.35620 Ha
Kohn-Sham gap: 0.3159 Ha
highest occupied orbital energy: -8.06 eV
relative energy (zero: lowest compared OMol25 entry of this formula, charge and spin): 129.8 kcal/mol

```
! RIJCOSX wB97M-V def2-TZVPD def2/J DEFGRID3
* xyz 0 1
C -0.942 2.203 2.916
Si -1.432 0.243 3.004
C -2.156 0.009 4.763
C -2.657 -0.650 1.881
C 0.124 -0.686 2.713
C 0.926 -0.622 1.686
C 0.929 0.438 0.609
N 1.218 -0.089 -0.757
C 2.112 0.794 -1.629
C 1.323 1.337 -2.860
O 1.273 2.740 -2.871
C -0.118 0.802 -2.889
O -0.667 1.315 -4.117
C -0.062 -0.749 -2.731
O -1.396 -1.402 -2.963
C 0.504 -1.142 -1.352
C 1.369 -2.372 -1.459
O 2.051 -2.853 -0.294
H -1.220 2.640 3.873
H -1.416 2.595 2.050
H 0.162 2.345 2.867
H -1.836 -1.013 5.043
H -3.232 0.093 4.552
H -1.946 0.713 5.562
H -3.353 -0.024 1.329
H -2.090 -1.152 1.093
H -3.234 -1.429 2.409
H 0.152 -1.516 3.334
H 1.648 -1.353 1.519
H -0.027 0.976 0.592
H 1.647 1.167 0.870
H 3.013 0.194 -1.909
H 2.476 1.603 -1.072
H 1.869 0.984 -3.795
H 2.156 3.116 -3.039
H -0.740 1.142 -2.029
H -0.404 2.252 -4.239
H 0.676 -1.117 -3.418
H -1.772 -1.012 -3.775
H -0.357 -1.377 -0.703
H 2.111 -2.162 -2.311
H 0.835 -3.241 -1.988
H 2.484 -3.736 -0.462
*
```

No. 3
Computed, not measured: a molecular structure, C20H31Ge2MgO5 in a non-equilibrium geometry, with ωB97M-V/def2-TZVPD.

Properties
E: -5510.60730 Ha
Kohn-Sham gap: 0.2555 Ha
highest occupied orbital energy: -11.22 eV
relative energy (zero: lowest compared OMol25 entry of this formula, charge and spin): 34.5 kcal/mol

```
! RIJCOSX wB97M-V def2-TZVPD def2/J DEFGRID3
* xyz 1 1
Mg -1.149 -1.210 -0.882
O -3.424 -1.320 -3.843
C -3.177 -1.488 -2.572
O -2.767 -0.583 -1.827
C -3.738 -2.792 -2.025
O -2.900 -3.369 -1.040
C -1.816 -4.170 -1.567
C -0.772 -3.104 -1.834
O 0.085 -2.863 -0.956
O -1.049 -2.257 -2.735
H -3.099 -0.466 -4.163
H -3.939 -3.483 -2.844
H -4.675 -2.535 -1.528
H -2.127 -4.715 -2.458
H -1.500 -4.840 -0.775
C 0.199 -2.778 3.677
C -0.260 -2.798 2.219
Ge -0.750 -0.975 1.590
C -2.534 -0.427 2.293
C -3.109 0.791 1.567
C 0.587 0.362 2.093
C 1.213 1.075 1.160
Ge 0.631 0.647 -0.702
C -0.538 1.992 -1.623
C 0.097 3.362 -1.860
C 1.900 -0.335 -1.893
C 3.139 0.436 -2.346
C 2.248 2.103 1.365
C 2.717 2.447 2.636
C 3.687 3.421 2.787
C 4.214 4.073 1.679
C 3.764 3.740 0.412
C 2.792 2.765 0.263
H 0.432 -3.791 4.004
H -0.574 -2.379 4.336
H 1.098 -2.171 3.794
H -1.145 -3.427 2.095
H 0.518 -3.190 1.566
H -2.384 -0.202 3.351
H -3.212 -1.280 2.226
H -2.414 1.632 1.610
H -4.045 1.108 2.028
H -3.313 0.564 0.518
H 0.797 0.493 3.154
H -1.439 2.093 -1.015
H -0.829 1.526 -2.567
H 0.395 3.827 -0.921
H -0.627 4.016 -2.345
H 0.973 3.296 -2.507
H 1.299 -0.651 -2.748
H 2.185 -1.234 -1.347
H 2.881 1.332 -2.913
H 3.733 -0.208 -2.996
H 3.761 0.725 -1.500
H 2.325 1.951 3.514
H 4.041 3.678 3.777
H 4.971 4.835 1.809
H 4.173 4.242 -0.456
H 2.446 2.511 -0.736
*
```

No. 4
Computed, not measured: C5H6N4S in the gas phase in a non-equilibrium geometry, with ωB97M-V/def2-TZVPD.

Properties
E: -811.28866 Ha
Kohn-Sham gap: 0.2860 Ha
highest occupied orbital energy: -8.42 eV
relative energy (zero: lowest compared OMol25 entry of this formula, charge and spin): 15.7 kcal/mol

```
! RIJCOSX wB97M-V def2-TZVPD def2/J DEFGRID3
* xyz 0 1
S 3.145 -0.512 -0.177
C 1.652 0.300 -0.130
N 1.527 1.581 -0.553
C 0.281 2.113 -0.377
N -0.869 1.561 0.214
C -0.959 0.119 0.338
N -1.570 -0.694 -0.791
C -0.911 -1.756 -0.695
N 0.153 -1.829 0.182
C 0.428 -0.448 0.635
H 0.174 3.186 -0.682
H -1.802 2.102 0.189
H -1.655 0.058 1.133
H -1.143 -2.683 -1.192
H 0.888 -2.637 0.161
H 0.661 -0.460 1.744
*
```

No. 5
Computed, not measured: C4H3NO2 in the gas phase, with ωB97M-V/def2-TZVPD.

Properties
E: -359.39710 Ha
Kohn-Sham gap: 0.3824 Ha
highest occupied orbital energy: -10.29 eV
relative energy (zero: lowest compared OMol25 entry of this formula, charge and spin): 46.0 kcal/mol

```
! RIJCOSX wB97M-V def2-TZVPD def2/J DEFGRID3
* xyz 0 1
C -2.747 -0.014 -0.026
C -1.595 0.312 -0.005
C -0.198 0.735 -0.001
O 0.153 1.888 0.015
N 0.661 -0.364 -0.002
C 2.060 -0.325 0.011
O 2.741 0.650 -0.040
H -3.799 -0.251 -0.035
H 0.238 -1.277 0.066
H 2.486 -1.355 0.019
*
```

No. 6
Computed, not measured: a molecular structure, C15H38ErN7O7P in a non-equilibrium geometry, with ωB97M-V/def2-TZVPD.

Properties
E: -2860.42745 Ha
Kohn-Sham gap (spin up / spin down): 0.2473 / 0.2455 Ha
highest occupied orbital energy (spin up / spin down): -9.96 / -9.91 eV

```
! RIJCOSX wB97M-V def2-TZVPD def2/J DEFGRID3
* xyz 1 4
O 1.271 3.312 -0.537
H 1.482 4.262 -0.746
Er -0.492 0.159 0.150
N 0.578 1.762 1.720
N 1.209 -0.646 1.616
N -1.437 0.018 -2.103
N 0.218 -1.588 -1.211
O 0.476 3.097 1.751
O -2.087 1.013 -2.676
O 1.248 -2.334 -0.771
O 1.571 -1.917 1.534
C 1.747 0.032 2.651
C 1.122 1.290 2.858
C -1.391 -1.123 -2.846
C -0.468 -2.043 -2.301
C 1.418 2.143 4.046
H 2.376 2.642 3.812
H 1.542 1.550 4.973
H 0.653 2.901 4.301
C 2.706 -0.620 3.558
H 3.564 -1.081 3.054
H 2.216 -1.431 4.115
H 3.142 0.068 4.288
C -2.243 -1.407 -4.031
C -0.360 -3.417 -2.819
H -2.704 -0.487 -4.397
H -3.047 -2.125 -3.789
H -1.642 -1.848 -4.842
H 0.406 -4.046 -2.351
H -0.158 -3.421 -3.895
H -1.323 -3.926 -2.683
H -1.596 1.907 -1.501
H 1.419 -2.172 0.292
C 2.478 2.084 -1.187
H 3.286 2.345 -0.525
H 2.506 2.401 -2.257
H 1.828 1.151 -0.940
O -1.159 2.086 -0.591
H 0.829 3.323 0.645
H -0.465 2.737 -0.717
C -4.580 -0.871 -0.794
N -4.591 -0.943 0.693
C -5.115 0.303 1.295
P -3.239 -1.560 1.423
O -2.039 -0.653 1.242
N -3.314 -1.463 3.044
C -2.079 -1.127 3.821
C -4.281 -2.318 3.659
N -2.888 -2.968 0.631
C -4.048 -3.855 0.529
C -1.594 -3.674 0.850
H -5.629 -0.719 -1.115
H -4.227 -1.820 -1.238
H -3.963 -0.047 -1.227
H -5.025 0.227 2.385
H -4.603 1.218 0.938
H -6.178 0.352 1.027
H -1.592 -0.175 3.497
H -2.401 -1.009 4.869
H -1.321 -1.948 3.777
H -4.340 -2.011 4.697
H -5.235 -2.166 3.146
H -3.949 -3.358 3.571
H -4.970 -3.260 0.476
H -3.969 -4.469 -0.379
H -4.096 -4.514 1.410
H -0.774 -2.966 1.067
H -1.708 -4.383 1.695
H -1.346 -4.235 -0.073
*
```